This record from the Open Molecules 2025 dataset describes a gas-phase ion, C5H13NS (charge +1). The level of theory is ωB97M-V/def2-TZVPD.

Values from the calculation:
E: -17712.20735 eV
⟨S²⟩: 0.7547
E_HOMO (alpha / beta): -12.40 / -12.33 eV
multiplicity: 2
frontier orbital gap (alpha / beta): 9.26 / 4.56 eV
charge: +1

Cartesian coordinates (Å):
1 S -0.428 -2.507 -2.618
2 H -0.254 1.431 -0.370
3 H -1.468 -0.750 -1.347
4 H 1.514 -0.299 -1.544
5 N -0.510 -0.028 1.087
6 C 1.528 1.267 0.561
7 H 0.259 -3.119 -1.646
8 H -1.165 1.410 2.507
9 C 0.625 -0.531 -0.948
10 C -1.535 0.536 1.953
11 H 1.912 1.919 -0.231
12 H -2.381 0.917 1.363
13 H 1.325 2.096 1.261
14 C -0.538 -0.832 -1.920
15 H 0.836 -1.459 -0.414
16 H -0.110 -0.837 1.554
17 H 2.410 0.689 0.830
18 H -0.592 -0.258 -2.839
19 C 0.279 0.591 0.062
20 H -1.707 -0.236 2.699

Löwdin atomic charge list, values in e, 4 entries: 0.7520 0.1639 0.0633 0.1337